No. 1
Density functional theory data (ωB97M-V/def2-TZVPD) for a molecular structure, C4H6Br2N2 in a non-equilibrium geometry.

Each line ends with the natural charge from an NBO analysis.
Positions of all 14 atoms, in Å:
Br  -0.494  -0.721  -3.832  -0.540
Br  -0.779  2.251  2.166  0.217
H  0.332  -1.407  -1.048  0.244
H  0.344  -0.972  2.165  0.249
C  0.476  1.613  -2.106  0.003
H  -0.331  -1.939  0.886  0.240
H  -1.381  -0.692  1.990  0.262
C  -0.485  -0.953  1.380  -0.696
C  0.267  -0.356  -0.811  0.055
H  -0.284  2.018  -2.778  0.222
N  -0.097  1.434  0.667  -0.491
C  -0.166  0.162  0.454  0.196
H  1.327  2.267  -1.967  0.224
N  0.254  0.433  -1.775  -0.185

The value obtained for the energy relative to the best compared isomer or geometry (same formula, charge and spin) is 95.6 kcal per mole. As for the net charge: 0. The maximum force comes out at 0.0507 hartree/bohr. The calculation puts the total energy at -5413.40134 Eh. The highest occupied orbital energy (alpha / beta) is -8.44 / -7.87 eV. As for the HOMO-LUMO gap (alpha / beta): 6.825 / 6.086 eV.

No. 2
Density functional theory data (ωB97M-V/def2-TZVPD) for CH2N2 in the gas phase in a non-equilibrium geometry.

Each line ends with the natural charge from an NBO analysis.
Positions of all 5 atoms, in Å:
N  0.940  -0.333  -0.633  -0.766
C  -0.007  0.022  0.033  0.713
N  -0.947  0.409  0.680  -0.761
H  -1.802  0.486  0.226  0.403
H  1.815  -0.585  -0.306  0.411

The value obtained for the energy relative to the best compared isomer or geometry (same formula, charge and spin) is 10.9 kcal per mole. As for the net charge: 0. The maximum force comes out at 0.0404 hartree/bohr. The calculation puts the total energy at -148.78121 Eh. The highest occupied orbital energy is -9.76 eV. As for the HOMO-LUMO gap: 10.710 eV.

No. 3
Density functional theory data (ωB97M-V/def2-TZVPD) for 4 unconnected molecules or ions with the total composition C19H49O4P in a non-equilibrium geometry.

Each line ends with the Löwdin charge.
Positions of all 73 atoms, in Å:
C  -0.843  -6.421  -3.614  -0.274
C  -0.881  -1.655  -0.845  -0.458
C  -1.474  -1.140  3.764  -0.196
H  -4.901  -0.775  3.967  0.131
C  -1.616  -5.114  -3.644  -0.079
H  -1.843  -3.321  2.018  0.118
C  -0.599  -2.963  0.103  -0.266
H  5.394  7.568  2.161  0.083
H  3.284  5.720  2.735  0.106
H  -1.413  -4.572  -4.573  0.080
C  3.702  7.636  0.816  -0.276
H  -4.736  1.500  3.139  0.089
C  2.037  3.228  -1.770  -0.274
H  -1.739  -0.565  1.575  0.067
H  4.206  3.203  -1.630  0.068
H  2.731  4.545  1.557  0.109
H  -2.873  1.708  3.575  0.076
H  -3.431  0.737  2.013  0.065
H  0.778  5.581  2.630  0.078
C  -3.671  0.961  3.148  -0.116
H  -2.211  -8.065  -1.070  0.118
C  -0.915  -1.171  2.188  -0.170
C  -2.297  -7.540  -2.027  -0.280
H  4.297  7.923  -0.057  0.119
H  3.714  1.096  -2.181  0.106
H  2.994  1.539  0.206  0.063
H  4.615  9.164  2.041  0.078
H  2.739  8.146  0.715  0.106
H  -3.674  -0.080  5.221  0.127
H  3.585  3.776  -3.177  0.082
H  3.858  7.866  2.972  0.065
C  4.434  8.084  2.069  -0.083
C  -2.942  -8.473  -3.038  -0.084
C  3.410  3.789  -2.097  -0.076
H  0.223  -6.199  -3.727  0.119
C  2.763  5.618  1.778  -0.276
H  -4.126  -0.819  -1.282  -0.111
H  -0.345  -0.671  -0.499  0.057
H  1.312  7.196  2.145  0.066
O  1.814  1.923  -2.299  -0.166
C  2.690  0.894  -1.849  -0.274
H  -1.310  -3.829  -0.309  0.094
H  -2.526  0.027  -0.369  -0.039
H  -2.303  -9.344  -3.220  0.083
H  -3.187  -2.429  -0.436  -0.019
H  -2.926  -6.663  -1.844  0.104
H  -1.337  -4.481  -2.797  0.060
H  -3.101  -7.980  -4.000  0.065
H  -0.449  -1.892  -1.933  0.077
H  -1.290  -0.108  4.285  0.120
H  2.376  -0.026  -2.353  0.116
H  -2.608  -1.178  -2.553  -0.026
P  -2.732  -1.228  -1.095  0.624
H  1.278  3.879  -2.218  0.120
H  1.610  0.471  -0.023  0.055
O  3.523  6.224  0.736  -0.176
C  2.638  0.666  -0.347  -0.078
C  1.339  6.137  1.873  -0.080
C  -3.778  -0.385  4.086  -0.257
H  0.039  -3.261  2.273  0.119
H  0.528  -3.290  -0.099  0.112
H  3.264  -0.186  -0.068  0.080
O  -0.979  -7.135  -2.387  -0.166
H  -3.915  -8.818  -2.674  0.077
H  3.498  4.819  -1.737  0.068
H  -1.117  -7.063  -4.458  0.105
H  0.827  6.036  0.909  0.082
H  0.107  -0.590  2.078  0.118
H  -2.694  -5.282  -3.585  0.068
H  -0.898  -1.950  4.421  0.134
O  -2.912  -1.499  3.672  -0.238
H  1.852  3.235  -0.690  0.097
C  -0.868  -2.736  1.703  -0.213

As for the net charge: 0. The maximum force comes out at 0.0524 hartree/bohr. The calculation puts the total energy at -1395.32231 Eh. The highest occupied orbital energy is -8.08 eV. As for the HOMO-LUMO gap: 8.672 eV.

No. 4
Density functional theory data (ωB97M-V/def2-TZVPD) for C14H14 in the gas phase in a non-equilibrium geometry.

Each line ends with the natural charge from an NBO analysis.
Positions of all 28 atoms, in Å:
H  -1.492  -2.391  -1.083  0.207
C  0.460  -0.372  2.251  -0.656
C  1.350  2.481  -1.722  -0.228
H  -2.279  -0.537  2.110  0.195
H  1.680  3.194  -2.433  0.213
C  -1.334  -1.329  -1.079  -0.226
H  1.826  -2.218  -1.415  0.216
C  -0.445  0.118  1.172  0.049
C  1.111  1.182  -1.986  -0.165
C  0.974  -2.066  -0.715  -0.626
C  -2.716  0.176  0.177  -0.241
H  -3.420  -0.663  -1.731  0.218
C  -0.025  -0.965  -1.004  0.032
H  1.441  4.013  -0.331  0.203
H  0.179  2.808  1.421  0.220
C  -1.831  0.077  1.331  -0.150
C  1.087  2.993  -0.494  -0.196
C  0.535  0.396  -0.945  -0.069
H  1.199  0.753  -2.948  0.212
H  -3.652  0.634  0.493  0.216
H  -0.308  -0.772  2.963  0.216
H  0.981  -1.345  1.922  0.207
C  -2.498  -0.464  -1.000  -0.221
H  1.393  -1.913  0.265  0.211
C  0.621  2.310  0.548  -0.215
H  1.252  0.246  2.456  0.229
C  0.295  0.974  0.266  -0.058
H  0.470  -3.011  -0.732  0.207

The value obtained for the energy relative to the best compared isomer or geometry (same formula, charge and spin) is 0.0 kcal per mole. As for the net charge: 0. The maximum force comes out at 0.1134 hartree/bohr. Its spin multiplicity is 3. The calculation puts the total energy at -541.62192 Eh. The highest occupied orbital energy (alpha / beta) is -5.19 / -8.74 eV. As for the HOMO-LUMO gap (alpha / beta): 6.107 / 7.083 eV.

No. 5
Density functional theory data (ωB97M-V/def2-TZVPD) for 2 unconnected molecules or ions with the total composition C5H9N in a non-equilibrium geometry.

Each line ends with the natural charge from an NBO analysis.
Positions of all 15 atoms, in Å:
C  0.508  -1.075  0.782  -0.453
H  1.058  -1.644  -1.315  0.207
H  2.321  0.630  -0.574  0.215
C  0.341  0.086  -0.125  -0.007
N  -2.321  0.019  0.777  -0.661
C  -1.574  0.786  0.172  0.180
H  -1.686  1.779  -0.250  0.153
H  -0.312  -1.292  1.452  0.236
H  -3.281  0.332  0.942  0.356
H  1.115  1.667  -1.346  0.212
H  -0.718  -1.661  -0.970  0.222
H  1.483  -1.297  1.189  0.208
H  1.453  1.832  0.387  0.214
C  0.253  -1.285  -0.687  -0.446
C  1.357  1.123  -0.434  -0.637

The value obtained for the energy relative to the best compared isomer or geometry (same formula, charge and spin) is 70.5 kcal per mole. As for the net charge: 0. The maximum force comes out at 0.0927 hartree/bohr. The calculation puts the total energy at -250.55452 Eh. The highest occupied orbital energy is -8.62 eV. As for the HOMO-LUMO gap: 9.721 eV.

No. 6
Density functional theory data (ωB97M-V/def2-TZVPD) for 2 unconnected molecules or ions with the total composition C3H8OSi in a non-equilibrium geometry.

Each line ends with the natural charge from an NBO analysis.
Positions of all 13 atoms, in Å:
O  -1.093  1.826  1.533  -1.155
C  0.727  -0.305  -0.866  -0.418
H  -0.854  -1.942  -0.885  0.223
Si  -2.329  2.672  0.941  1.011
H  1.249  -2.022  -2.036  0.199
C  1.295  -1.635  -1.090  -0.419
H  0.157  -1.563  0.725  0.216
H  0.303  0.073  -1.755  0.203
H  1.242  0.539  -0.291  0.220
H  2.199  -2.025  -0.596  0.204
H  -0.575  2.096  2.367  0.522
H  -2.301  3.780  2.274  -0.377
C  -0.021  -1.495  -0.319  -0.428

The value obtained for the energy relative to the best compared isomer or geometry (same formula, charge and spin) is 62.4 kcal per mole. As for the net charge: 0. The maximum force comes out at 0.0640 hartree/bohr. The calculation puts the total energy at -483.74319 Eh. The highest occupied orbital energy is -8.69 eV. As for the HOMO-LUMO gap: 8.606 eV.

What is the net charge in the third record? 0

Which of these has the highest maximum force? C14H14

maximum force of number 5 (C5H9N)? 0.0927 hartree/bohr